{"formula": "C15H23Br2ClO", "method": "ωB97M-V/def2-TZVPD", "elements": ["C", "C", "C", "C", "O", "C", "Br", "C", "C", "C", "C", "C", "C", "C", "C", "Br", "C", "Cl", "C", "H", "H", "H", "H", "H", "H", "H", "H", "H", "H", "H", "H", "H", "H", "H", "H", "H", "H", "H", "H", "H", "H", "H"], "positions_angstrom": [[-0.34, -2.55, -0.42], [-0.21, -1.42, 0.38], [-0.53, -1.68, 1.85], [-1.92, -1.13, 2.20], [-2.90, -1.94, 1.54], [-2.03, 0.33, 1.76], [-3.88, 0.99, 2.12], [-1.57, 0.68, 0.25], [-2.60, 0.16, -0.80], [-1.64, 2.25, 0.14], [-0.14, 0.06, -0.11], [0.92, 0.84, 0.72], [2.35, 0.43, 0.37], [2.74, 0.69, -1.10], [4.22, 0.40, -1.34], [2.53, 2.58, -1.62], [1.80, -0.12, -1.99], [2.17, -1.91, -2.01], [0.30, 0.17, -1.63], [-0.30, -2.55, -1.53], [-0.52, -3.54, -0.04], [0.23, -1.28, 2.52], [-0.55, -2.77, 2.03], [-2.05, -1.16, 3.27], [-3.76, -1.44, 1.47], [-1.33, 0.87, 2.42], [-2.29, 0.50, -1.81], [-2.69, -0.93, -0.85], [-3.60, 0.57, -0.58], [-1.03, 2.58, -0.71], [-2.68, 2.68, 0.03], [-1.24, 2.65, 1.07], [0.81, 1.90, 0.45], [0.74, 0.75, 1.76], [3.01, 0.99, 1.08], [2.57, -0.64, 0.57], [4.39, 0.41, -2.42], [4.47, -0.60, -0.94], [4.88, 1.13, -0.84], [1.97, 0.26, -3.02], [-0.35, -0.44, -2.22], [0.07, 1.19, -2.01]], "nbo_charge": [-0.3690, 0.0253, -0.4633, 0.0602, -0.7348, -0.2102, -0.0217, 0.0167, -0.6529, -0.6436, -0.0692, -0.4291, -0.4502, -0.0084, -0.6436, -0.0083, -0.2080, -0.0618, -0.4368, 0.1992, 0.2022, 0.2088, 0.2384, 0.1767, 0.4806, 0.2158, 0.2063, 0.2339, 0.2201, 0.2156, 0.2339, 0.2056, 0.2256, 0.2091, 0.2235, 0.2334, 0.2203, 0.2281, 0.2290, 0.2348, 0.2313, 0.2365], "smiles": "C=C1C[C@H](O)[C@H](Br)C(C)(C)[C@@]12CC[C@](C)(Br)[C@@H](Cl)C2", "e_above_lowest_kj_mol": 0.0, "homo_ev": -8.99, "total_energy_ev": -170583.0557, "homo_lumo_gap_ha": 0.35046}

---

{"formula": "C15H23CdN4O7S", "method": "ωB97M-V/def2-TZVPD", "elements": ["Cd", "C", "C", "N", "C", "C", "S", "C", "C", "N", "H", "H", "H", "H", "H", "H", "H", "H", "H", "H", "H", "H", "H", "H", "N", "C", "C", "O", "O", "H", "H", "H", "H", "O", "C", "O", "C", "C", "C", "N", "C", "C", "C", "O", "O", "H", "H", "H", "O", "H", "H"], "positions_angstrom": [[0.30, 0.01, -0.49], [3.09, -1.65, -0.65], [2.60, -1.29, -2.09], [1.18, -1.41, -2.24], [0.69, -2.81, -2.26], [-0.68, -2.98, -1.60], [-0.74, -2.62, 0.14], [0.87, -3.22, 0.81], [1.83, -2.12, 1.40], [2.28, -1.11, 0.48], [4.19, -1.41, -0.59], [3.11, -2.75, -0.55], [3.16, -1.92, -2.78], [2.89, -0.25, -2.30], [0.87, -0.94, -3.10], [1.43, -3.48, -1.84], [0.65, -3.10, -3.34], [-1.01, -4.01, -1.75], [-1.40, -2.26, -2.09], [1.44, -3.92, 0.09], [0.63, -3.76, 1.70], [2.67, -2.70, 1.81], [1.28, -1.62, 2.21], [2.68, -0.24, 0.94], [-3.52, 2.68, -2.00], [-3.21, 1.50, -2.81], [-2.02, 0.66, -2.12], [-1.93, -0.50, -2.50], [-1.25, 1.31, -1.32], [-3.91, 3.42, -2.54], [-2.70, 3.00, -1.43], [-2.82, 1.81, -3.84], [-4.08, 0.87, -2.87], [-2.53, 1.79, 6.02], [-1.61, 2.46, 5.53], [-0.87, 3.30, 6.14], [-1.44, 2.13, 4.06], [-2.35, 1.26, 3.37], [-2.08, 0.87, 2.05], [-0.92, 1.20, 1.46], [-0.13, 2.14, 1.98], [-0.39, 2.62, 3.29], [1.06, 2.69, 1.18], [1.41, 3.87, 1.35], [1.63, 1.79, 0.42], [-3.26, 0.78, 3.85], [-2.75, 0.25, 1.49], [0.33, 3.34, 3.65], [2.01, 1.82, -2.22], [1.91, 2.16, -1.29], [1.38, 2.34, -2.80]], "nbo_charge": [1.6583, -0.2371, -0.2523, -0.7133, -0.2277, -0.6022, 0.2169, -0.5520, -0.2246, -0.7331, 0.2110, 0.1815, 0.1697, 0.2571, 0.4074, 0.1890, 0.1995, 0.2139, 0.3209, 0.2151, 0.2324, 0.1758, 0.2278, 0.4442, -0.8650, -0.3201, 0.8024, -0.7616, -0.8482, 0.3479, 0.3923, 0.1689, 0.1941, -0.7500, 0.7105, -0.7568, -0.0692, -0.2017, -0.0094, -0.5287, 0.0701, -0.1979, 0.7602, -0.6493, -0.9318, 0.2432, 0.1873, 0.2505, -1.0174, 0.5234, 0.4782], "charge": -1, "e_above_lowest_kj_mol": 81.6, "homo_ev": -4.51, "total_energy_ev": -51624.0692, "homo_lumo_gap_ha": 0.23294}